(1)
Computed, not measured: a molecular structure, C16H14BrN3O2S in a non-equilibrium geometry, with the ωB97M-V functional and the def2-TZVPD basis.

## Properties
energy relative to the best compared isomer or geometry (same formula, charge and spin)	0.00	kcal/mol
HOMO level	-8.55	eV
maximum force	0.290	hartree/bohr
LUMO level	-0.198	eV

Geometry as XYZ:
```
37
Properties=species:S:1:pos:R:3:mulliken_charge:R:1
C -5.16712 -1.84427 2.29259 -1.265
C -4.14016 -1.28766 1.18007 0.877
N -3.12406 -0.44937 1.59676 -0.388
C -2.41210 -0.07299 0.68684 0.276
N -2.53541 -0.35459 -0.74846 -0.283
C -3.61954 -1.00725 -1.00458 0.635
C -4.55980 -1.63309 -0.01417 -0.925
H -5.30515 -2.09198 -0.66593 0.334
C -3.69999 -1.07282 -2.63025 -1.017
H -3.05581 -2.04001 -2.82720 0.256
H -3.25242 -0.04972 -3.02072 0.255
H -4.78368 -1.11785 -2.95626 0.374
S -1.12680 0.73324 1.24843 -0.370
C -0.17358 1.33595 -0.14281 0.548
C 1.00125 0.31679 -0.30829 -0.049
O 0.94243 -0.89691 -0.11698 -0.593
N 2.17567 0.97134 -0.01362 0.301
C 1.82588 2.44098 0.00192 0.351
O 2.78980 3.47233 -0.08001 -0.600
C 0.33524 2.70433 -0.10837 -1.254
H -0.06033 3.28447 0.48775 0.604
H 0.03444 3.25742 -1.01425 0.351
C 3.44740 0.72673 0.10033 0.864
C 4.27477 1.21454 1.13701 -0.644
C 5.61952 0.83411 0.82607 -0.635
C 6.08897 -0.37082 0.25055 0.387
C 5.13998 -1.14005 -0.65462 -1.179
C 3.88666 -0.28382 -0.79704 -0.268
H 3.08021 -0.91205 -1.36100 0.208
H 5.47853 -1.81818 -1.20270 0.679
Br 7.78072 -0.97687 0.35785 -0.132
H 6.28483 1.06391 1.64923 0.331
H 4.05925 2.02660 1.60801 0.604
H -0.91460 0.85521 -1.00107 0.370
H -4.91814 -1.61793 3.20265 0.448
H -6.18813 -1.27582 2.07867 0.244
H -5.20873 -2.92389 1.96360 0.305
```

=====

(2)
Computed, not measured: a molecular structure, C16H14ClIrN3O4Se in a non-equilibrium geometry, with the ωB97M-V functional and the def2-TZVPD basis.

## Properties
energy relative to the best compared isomer or geometry (same formula, charge and spin)	65.56	kcal/mol
HOMO level (spin up / spin down)	-10.63 / -10.63	eV
net charge	+1
maximum force	0.046	hartree/bohr
LUMO level (spin up / spin down)	-4.958 / -4.960	eV

Geometry as XYZ:
```
40
Properties=species:S:1:pos:R:3:mulliken_charge:R:1
Ir -0.96584 0.18964 0.21604 1.578
N 1.05850 0.03424 -0.42844 -0.415
C 1.70713 1.32447 -0.39319 -0.035
C 3.04723 1.53745 -0.28914 -0.485
C 3.53409 2.86599 -0.21498 -0.749
C 2.67878 3.93217 -0.26608 -0.930
C 1.28169 3.71777 -0.37021 0.727
C 0.29940 4.73325 -0.39693 -0.469
C -1.02560 4.39272 -0.42035 -0.800
C -1.39881 3.03822 -0.39544 -0.060
N -0.49574 2.07309 -0.39236 -0.132
C 0.82526 2.39897 -0.40633 0.443
H 0.84073 -0.25553 -1.39057 0.365
H 1.65857 -0.67144 -0.01228 0.227
H 3.73915 0.70397 -0.26353 0.485
H 4.59840 3.02782 -0.11633 0.419
H 3.05105 4.94618 -0.20084 0.424
H 0.60486 5.77206 -0.37712 0.453
H -1.80015 5.14544 -0.42672 0.420
H -2.43677 2.73774 -0.37330 0.563
O -4.91668 -0.27061 1.18216 -0.567
Cl -3.83147 -0.50059 0.30891 1.654
O -4.21538 -1.02901 -0.93706 -0.470
O -3.01262 0.78184 0.10981 -0.696
O -2.81492 -1.34545 0.97022 -0.628
N -1.13250 0.15265 3.38441 -0.095
C -0.78969 0.10630 2.28511 -0.154
H -1.50138 0.11851 4.31650 0.257
Se -1.20876 -1.47206 -1.68572 -0.292
C -0.41628 -3.01464 -0.84560 0.964
C -0.66699 -4.22472 -1.47880 -0.750
C -0.08572 -5.38965 -0.99891 -0.549
C 0.75165 -5.35726 0.10596 -0.474
C 0.96728 -4.15687 0.76468 -0.956
C 0.38186 -2.98844 0.29500 0.125
H -1.32921 -4.26026 -2.33529 0.376
H -0.30146 -6.33091 -1.48721 0.385
H 1.21689 -6.26556 0.46434 0.385
H 1.58042 -4.13150 1.65711 0.378
H 0.52304 -2.06597 0.84247 0.079
```

=====

(3)
Computed, not measured: a gas-phase ion, C16H14ClN2O6S (charge -1) in a non-equilibrium geometry, with the ωB97M-V functional and the def2-TZVPD basis.

## Properties
HOMO level	-3.52	eV
SMILES string	Cc1ccc([C@H](C=[N+]([O-])[O-])[C@@H](Cl)S(=O)(=O)c2ccc([N+](=O)[O-])cc2)cc1
net charge	-1
maximum force	0.064	hartree/bohr
LUMO level	0.500	eV

Geometry as XYZ:
```
40
Properties=species:S:1:pos:R:3:mulliken_charge:R:1
C 2.88231 1.04631 -5.41825 -1.360
C 1.89275 0.58511 -4.38818 1.200
C 2.37140 -0.12520 -3.27845 -0.843
C 1.47381 -0.60328 -2.32613 -0.330
C 0.09787 -0.35913 -2.46521 -0.233
C -0.83725 -0.84822 -1.36795 0.611
C -2.28099 -0.93947 -1.73410 -1.439
N -2.90066 -2.11626 -1.48708 1.136
O -4.15016 -2.23168 -1.65704 -0.822
O -2.20454 -3.10460 -1.11616 -0.766
C -0.59206 0.01094 -0.13911 -0.132
Cl -0.74251 1.71492 -0.48425 -0.164
S -1.68794 -0.34218 1.38804 1.516
O -1.69957 -1.78698 1.41346 -0.611
O -2.91882 0.40835 1.32630 -0.665
C -0.83547 0.11225 2.96046 -0.046
C 0.05736 -0.81935 3.51801 -0.408
C 0.67719 -0.55574 4.73708 -0.459
C 0.36869 0.60498 5.45738 -0.006
N 0.85161 0.70345 6.79463 0.927
O 0.55618 1.69213 7.49692 -0.588
O 1.55503 -0.24241 7.22618 -0.582
C -0.51465 1.55242 4.89877 -0.538
C -1.12448 1.29965 3.65856 -0.367
C -0.36967 0.35562 -3.55958 -0.186
C 0.52219 0.83269 -4.51900 -1.029
H 2.39455 1.64318 -6.19637 0.337
H 3.67366 1.67019 -4.97340 0.314
H 3.37946 0.18768 -5.89912 0.289
H 3.44483 -0.32297 -3.16955 0.328
H 1.82358 -1.16666 -1.45183 0.365
H -0.56702 -1.88505 -1.12763 0.494
H -2.80200 -0.14291 -2.25518 0.394
H 0.41120 -0.21611 0.24932 0.445
H 0.26653 -1.76096 3.02261 0.475
H 1.37630 -1.26177 5.17149 0.435
H -0.72566 2.45536 5.46436 0.437
H -1.83751 2.01406 3.24305 0.424
H -1.43542 0.55312 -3.63653 0.186
H 0.14991 1.38853 -5.37652 0.260
```